[1]
This record from the OMol25 dataset describes C30H28Cl2CrNO7P2S as an isolated structure at a distorted geometry. The level of theory is the ωB97M-V functional and the def2-TZVPD basis.

Geometry as XYZ:
```
72
Properties=species:S:1:pos:R:3:forces:R:3:mulliken_spin:R:1
Cr -0.890825 -2.105321 -1.126400 0.50 0.04 -0.50 3.148
Cl -2.777589 2.528115 -2.818312 0.58 0.17 0.47 0.000
Cl 1.839336 0.068944 -3.339366 0.81 0.06 -0.02 0.003
S -1.330747 -0.318246 -2.769593 -0.10 -0.09 -0.63 -0.042
P -1.081099 -4.680020 -2.158442 0.04 -3.06 -0.03 0.006
P 1.207717 -3.420569 -3.257231 -1.18 -0.61 0.15 -0.003
O 2.508932 -3.869184 -3.702605 1.61 0.20 -0.16 -0.002
O -0.815457 -4.082051 -0.794826 -0.32 -0.18 0.98 0.032
O -1.829129 -5.999512 -2.290736 1.30 2.83 -0.01 -0.002
O 0.856321 -2.523721 -2.114855 0.62 0.63 0.80 -0.024
O 0.400489 -4.811233 -2.915892 -2.37 0.59 -0.20 0.003
O 0.382691 -2.733657 -4.484233 -0.33 0.29 -0.37 0.002
O -1.835464 -3.340787 -2.793424 0.41 -0.62 -0.34 0.000
N -2.417090 0.882444 1.488425 -1.53 -1.11 -0.23 0.002
C 1.172765 -0.425799 0.762933 0.02 -0.48 -0.89 0.145
C 5.066368 -0.768487 -1.032442 -1.11 -0.04 -0.03 -0.007
C 2.316219 2.513381 2.539907 -1.73 -1.26 1.23 0.012
C -0.445426 3.503961 -1.764749 -2.67 0.50 0.40 0.003
C 5.962629 0.881064 0.462769 -0.71 0.39 0.53 -0.006
C -2.231610 -0.304780 2.384260 0.82 0.64 -0.60 0.000
C 6.137076 0.000599 -0.563065 1.11 -0.81 -1.28 0.011
C -0.433009 1.128429 -2.464473 -0.35 1.46 -0.26 0.035
C 0.947586 2.933109 4.455406 -2.06 0.36 1.72 0.014
C 3.778929 -0.606099 -0.510808 0.70 -0.13 0.49 0.011
C 3.608282 0.223681 0.640070 -2.03 0.59 -0.40 0.004
C -1.361921 1.887670 1.624494 0.30 0.25 -0.50 0.009
C 0.844565 3.455810 -1.393994 2.56 0.12 -0.19 -0.006
C 2.285296 0.338627 1.271508 -1.10 -0.52 0.74 -0.028
C 0.966378 0.760784 3.439690 0.67 0.16 -0.19 0.008
C -2.938670 -1.922417 -0.416823 0.51 -0.27 0.48 -0.049
C -1.085348 2.378308 -2.281832 0.02 -0.81 -0.26 -0.016
C 0.289838 -1.031564 0.120260 0.28 0.41 0.96 -0.208
C -5.126315 -2.930853 0.035280 -0.85 -0.76 -1.01 -0.012
C -3.543069 -0.691693 -0.109125 -0.57 -0.72 -0.89 -0.108
C 1.755992 3.388572 3.461165 1.36 -1.25 -0.85 -0.006
C 1.897867 1.172529 2.432997 0.06 -0.16 -0.38 0.010
C -4.919620 -0.570147 0.007716 -0.94 -0.33 0.35 -0.011
C -2.695937 0.491560 -0.022116 0.98 1.09 1.63 0.033
C 0.531563 1.599703 4.445990 0.29 -0.31 0.51 -0.005
C -5.751352 -1.709979 0.094861 0.28 1.96 0.07 0.016
C 0.976807 1.280343 -2.499614 -0.96 0.01 0.49 -0.007
C 4.688102 1.001941 1.033071 1.79 -0.04 0.02 0.006
C 1.566443 2.381100 -1.919453 1.45 0.18 0.29 0.005
C -3.789955 -3.037889 -0.323990 0.79 -0.30 0.66 0.014
H -3.353566 -4.040097 -0.412853 -0.22 0.36 -0.24 0.001
H 0.657986 -0.253322 3.433371 -0.29 -0.89 -0.06 -0.001
H 1.452210 4.256731 -0.885735 -1.16 -0.76 -0.62 0.000
H -3.127948 1.434700 -0.317552 -0.18 0.10 -0.86 0.002
H -5.358543 0.427630 -0.001791 -0.05 -0.04 0.18 -0.001
H -5.784762 -3.799930 0.015918 0.38 -0.15 0.31 -0.001
H -3.090734 -0.914712 2.223802 -0.76 -0.40 0.47 0.000
H 4.652347 1.698678 1.830764 -0.46 0.38 0.78 0.002
H 0.488296 3.601157 5.223947 0.68 -0.39 -0.68 0.002
H -0.427005 1.434503 1.255820 -0.33 0.25 0.14 0.000
H -3.328974 1.257686 1.805073 0.72 0.07 -0.28 0.000
H -1.631873 2.763643 1.025702 0.09 -0.17 0.01 0.000
H 7.107913 -0.073078 -1.078797 -0.39 -0.11 0.37 0.001
H 2.103706 4.367063 3.420211 0.29 1.86 0.10 -0.001
H -1.282888 2.152659 2.672315 0.21 0.11 0.06 0.002
H -6.841940 -1.565562 0.175340 0.65 -0.32 0.02 0.001
H -1.068883 4.366943 -1.564030 0.01 0.11 -0.04 0.000
H 5.213879 -1.511014 -1.821092 -0.01 0.39 0.06 0.000
H -0.046962 1.205926 5.313990 0.24 0.27 -0.91 0.000
H 2.955622 2.748131 1.775221 1.49 1.50 -1.52 0.004
H 0.316084 -1.766531 -4.294324 -0.16 -0.69 0.01 0.000
H -1.432364 -3.110226 -3.646508 0.01 0.22 -0.36 0.002
H 2.649824 2.510375 -1.882302 -0.18 -0.65 -0.04 0.000
H 2.891977 -1.118527 -0.904595 0.57 -0.04 0.15 0.010
H -1.713236 0.292038 -0.437656 -0.01 0.34 0.06 -0.029
H 6.799132 1.478340 0.845039 -0.36 -0.13 -0.18 -0.001
H -1.384794 -0.892733 2.022091 0.28 0.32 0.22 0.016
H -2.103096 0.132834 3.376208 0.00 -0.59 0.07 0.000
```
Forces are in eV/Å.

Summary:
Energy above the lowest of the compared OMol25 structures with the same formula, charge and spin, kJ/mol: 73.7
HOMO-LUMO gap (spin up / spin down), eV: 4.060 / 4.253
LUMO energy (spin up / spin down), eV: 3.836 / 3.836
E_HOMO (spin up / spin down), hartree: -0.0082 / -0.0153
Multiplicity: 4
Charge: -2

[2]
This record from the OMol25 dataset describes a 7-piece molecular cluster, C27H62N10O10S2 overall at a distorted geometry. The level of theory is the ωB97M-V functional and the def2-TZVPD basis.

Geometry as XYZ:
```
111
Properties=species:S:1:pos:R:3:forces:R:3:lowdin_charge:R:1
S -3.761196 -0.512508 -4.482024 -0.03 0.06 0.00 0.796
S -2.179635 -0.867298 -0.330047 2.21 2.31 3.84 0.767
O 3.139195 4.718831 1.546554 0.19 -0.23 -0.04 -0.008
O -0.179287 -3.148415 -2.552560 -0.75 0.60 0.86 -0.018
O -2.857059 -1.073419 0.963239 0.08 -1.01 -3.02 -0.282
O -8.204327 -5.222838 1.629279 0.00 -0.15 -0.07 0.011
O -1.548203 -2.253565 -0.972469 -1.21 1.67 0.46 -0.159
O 8.192349 1.501774 2.325438 0.12 -0.05 -0.16 0.008
O 0.400565 -8.875073 -2.990618 0.10 -0.10 0.04 0.017
O -1.019829 0.031947 -0.067303 -1.82 -1.44 -1.93 -0.313
O -1.867073 4.621282 0.782027 0.02 -0.12 0.06 -0.003
O 3.206162 0.884265 5.081348 0.12 0.13 -0.03 0.005
N -7.033164 -0.946017 -1.156108 0.67 0.16 -0.10 0.059
N -6.241741 0.625173 -2.745540 1.05 0.37 0.68 0.068
N -2.088936 1.177034 -3.418516 -0.46 -0.23 3.53 0.008
N 1.714216 -7.037900 -2.689454 -0.31 0.09 -0.09 -0.202
N 1.991506 0.613751 3.171640 0.12 -0.38 0.24 -0.193
N -5.853399 0.919130 -0.327303 0.61 -0.54 -1.06 0.097
N -0.602068 6.503846 0.978228 -0.46 -0.01 -0.10 -0.193
N 5.396686 4.990182 1.422176 -0.28 0.35 0.14 -0.188
N -5.944079 -4.952136 1.525486 -0.18 0.27 0.18 -0.202
N 6.735414 -0.247732 2.179516 -0.10 0.29 0.11 -0.194
C -5.914061 -0.017555 -1.473316 -1.38 -1.42 0.05 -0.639
C 0.555320 -7.672202 -2.986631 0.17 0.13 0.04 -0.357
C -7.204154 -4.570544 1.844913 0.20 0.04 -0.03 -0.356
C 0.586499 5.752380 1.355236 -0.44 -0.09 -0.08 -0.051
C 2.583037 0.182572 4.308073 -0.25 0.04 -0.24 -0.385
C -1.692767 2.894183 -1.669784 -0.08 0.26 -1.71 -0.043
C -3.282678 -0.219306 -1.644941 -0.77 -0.12 -0.37 -0.267
C 2.085149 2.021448 2.821305 0.12 -0.09 0.26 -0.036
C 7.106729 1.001314 2.543367 -0.18 -0.16 0.08 -0.366
C 5.593977 3.668131 0.858736 -0.23 0.01 -0.04 -0.033
C -0.525026 7.947136 0.887494 0.17 -0.24 0.07 -0.060
C -5.745583 -6.233695 0.874769 -0.29 0.04 0.04 -0.046
C -4.647536 -0.975342 -1.537483 -0.22 -0.25 0.77 -0.150
C 2.878063 -7.833686 -2.345562 -0.22 -0.20 -0.06 -0.045
C 7.687072 -1.083879 1.471108 0.14 0.25 0.06 -0.043
C 4.140867 5.387796 1.718216 0.39 -0.04 -0.02 -0.325
C -0.736749 -1.906091 -2.097884 1.77 -0.55 -1.97 -0.401
C -2.582352 -0.171208 -3.059656 0.93 0.25 -2.78 -0.670
C 1.825609 -5.592234 -2.704739 0.25 -0.38 0.06 -0.058
C -1.744996 5.829672 0.723600 0.23 0.30 0.07 -0.347
C -1.232997 1.748775 -2.633592 0.56 0.90 0.57 -0.320
C 1.266630 -0.284164 2.292638 0.00 0.29 0.05 -0.056
C 5.417222 -0.771740 2.477284 0.21 -0.07 -0.13 -0.050
C 0.314968 1.491714 -2.595115 -0.69 0.16 -0.58 -0.026
C -4.792002 -4.120959 1.813148 -0.07 -0.30 -0.16 -0.059
C -1.460386 -1.263914 -3.312894 -0.57 -0.47 0.28 -0.111
C 6.550061 5.839039 1.651001 0.02 -0.26 -0.07 -0.050
H -4.782869 -1.796652 -2.273321 0.14 0.90 0.14 0.106
H 5.039280 3.586598 -0.078427 0.03 -0.12 0.03 0.096
H 4.912058 -1.033488 1.543799 -0.12 -0.05 0.08 0.091
H 1.565030 2.216577 1.885918 0.02 -0.08 0.03 0.090
H 1.421447 6.423590 1.526769 -0.11 0.04 -0.05 0.071
H -2.685874 3.251647 -2.030635 0.71 -0.22 0.25 0.085
H 6.651144 3.486653 0.675564 -0.02 0.06 0.10 0.090
H -5.092666 -3.194264 2.299564 -0.04 -0.05 -0.05 0.085
H -2.585019 6.488123 0.447659 0.00 0.07 0.00 0.132
H 5.210259 2.922930 1.556951 0.03 -0.09 -0.14 0.067
H -7.245950 -3.583926 2.333821 0.08 0.05 0.01 0.131
H 1.731028 -0.275129 1.303101 -0.15 -0.09 -0.05 0.085
H -7.235812 0.641543 -2.928026 0.10 0.32 0.32 0.077
H 0.838570 5.052465 0.559694 0.13 0.00 0.12 0.086
H 7.980457 -0.593274 0.541024 0.09 -0.11 0.01 0.092
H -3.492557 0.839411 -1.356765 0.56 -0.76 0.08 0.122
H -0.236554 8.355975 1.858569 -0.01 0.15 -0.08 0.090
H 0.158313 -1.303947 -1.830227 -0.88 -0.26 0.39 0.145
H 2.654878 -8.444182 -1.468615 0.13 -0.05 -0.04 0.093
H -1.838361 2.537165 -0.631370 0.50 0.00 -0.54 0.074
H -1.487219 8.367375 0.596848 0.01 -0.07 0.01 0.082
H -0.978593 3.746786 -1.702263 -0.46 -0.59 0.40 0.075
H 2.451671 -0.898774 4.479792 -0.05 -0.05 -0.04 0.132
H -4.279369 -3.881778 0.878298 0.13 0.12 0.12 0.078
H 0.879953 -5.135006 -2.978347 0.06 -0.08 -0.03 0.053
H 0.380352 5.185100 2.263999 0.17 -0.04 -0.04 0.098
H -0.683290 -0.790474 -3.948010 -0.57 -0.30 0.49 0.123
H 6.246449 6.794816 2.076177 -0.06 -0.06 -0.02 0.083
H 4.097544 6.403825 2.144160 0.06 0.04 0.01 0.136
H -4.111212 -4.665386 2.471823 0.12 0.15 -0.01 0.090
H 0.231577 0.048023 2.206456 0.00 -0.13 -0.16 0.078
H -4.712931 -1.508297 -0.554867 0.23 0.56 -0.65 0.095
H -0.265532 -6.978481 -3.233626 0.01 0.10 -0.01 0.130
H -7.722366 -0.439661 -0.610215 -0.01 -0.04 -0.24 0.072
H 7.061760 6.017206 0.702775 0.10 0.08 0.09 0.091
H -0.865393 -3.792269 -2.319991 0.18 -0.17 -0.28 0.102
H 1.282157 -1.301478 2.683617 0.04 0.06 0.05 0.086
H 3.134496 2.300837 2.720785 -0.10 0.16 -0.03 0.067
H -4.317000 0.723273 -4.709201 0.56 -0.70 0.57 -0.107
H 1.642171 2.620847 3.618431 0.07 0.11 -0.10 0.099
H 2.116133 -5.243224 -1.711223 -0.02 0.19 -0.08 0.093
H -6.129978 -7.030003 1.514795 0.03 -0.07 -0.12 0.092
H 3.122423 -8.498294 -3.176253 0.09 -0.04 0.10 0.093
H 0.640510 0.994359 -1.660759 -0.25 0.31 -0.47 0.069
H -4.686965 -6.398766 0.682727 -0.02 0.09 0.05 0.084
H 8.578526 -1.220890 2.085763 0.03 -0.06 -0.12 0.094
H 0.614692 0.929781 -3.505251 -0.13 0.17 0.74 0.077
H -1.868283 -2.095956 -3.937598 0.16 0.46 0.70 0.100
H 5.514257 -1.664810 3.098957 -0.17 0.00 0.01 0.096
H -7.429334 -1.292663 -2.025981 -0.08 -0.08 0.29 0.073
H -5.833184 1.556189 -2.747993 -0.34 -0.02 -0.47 0.071
H 7.233160 5.341851 2.342574 0.09 0.12 -0.04 0.094
H 0.799866 2.493223 -2.662921 -0.27 -0.68 0.20 0.084
H 6.312084 1.548709 3.075154 -0.07 -0.08 0.06 0.129
H -5.453878 1.795516 -0.658340 0.02 -0.07 0.40 0.070
H -5.215645 0.490245 0.344246 -0.15 0.46 0.20 0.075
H 4.820652 -0.031916 3.009729 0.12 0.01 -0.01 0.060
H 0.224233 8.223443 0.141898 -0.03 0.16 0.05 0.089
H -6.296010 -6.251782 -0.067846 0.05 -0.13 0.01 0.092
H 7.244530 -2.052965 1.248847 -0.06 0.07 0.05 0.085
H 2.586960 -5.297517 -3.430855 -0.04 0.18 0.05 0.094
H 3.727217 -7.186790 -2.133638 -0.09 0.05 -0.03 0.084
```
Forces are in eV/Å.

Summary:
Energy above the lowest of the compared OMol25 structures with the same formula, charge and spin, kJ/mol: 0.0
HOMO-LUMO gap, eV: 8.221
LUMO energy, eV: -0.144
E_HOMO, hartree: -0.3074
Charge: 0

[3]
This record from the OMol25 dataset describes a 3-piece molecular cluster, C20H41N2O2S2 overall at a distorted geometry. The level of theory is the ωB97M-V functional and the def2-TZVPD basis.

Geometry as XYZ:
```
67
Properties=species:S:1:pos:R:3:forces:R:3:lowdin_charge:R:1
S 1.878485 -4.686756 3.096551 -0.10 0.30 -0.18 0.817
S -0.402064 -3.437061 -4.494432 -0.10 0.35 0.02 0.792
O 1.791510 -3.572532 2.107262 0.19 -0.54 0.42 -0.548
O -0.668727 -2.024697 -4.900021 0.01 -0.54 0.01 -0.556
N -0.130117 4.872846 -0.899929 2.71 1.36 2.94 -0.162
N -4.301303 0.075167 3.055728 0.89 1.12 -0.30 -0.274
C -0.668745 -4.477334 -5.947208 -0.09 -0.04 -0.12 -0.282
C 1.391586 -4.021750 4.703313 0.00 0.08 0.08 -0.267
C -1.727551 3.020359 -1.818712 0.14 -0.29 -0.62 -0.175
C -1.472951 4.576237 -1.462585 -1.27 -0.25 0.41 -0.160
C -0.615589 0.613453 -2.354956 0.33 -0.08 0.34 -0.194
C 1.564475 -0.221495 -0.990128 0.41 -0.71 -0.27 -0.202
C 1.174231 5.015188 -1.511128 0.70 0.32 2.88 -0.101
C 3.622918 -4.909171 3.510288 0.14 0.05 0.04 -0.280
C 2.241168 5.325196 -0.440982 -4.59 -0.78 -0.58 -0.092
C 2.068449 -0.831989 0.406905 0.70 0.64 0.68 -0.220
C -1.762230 0.390201 2.630443 0.26 0.93 0.28 -0.238
C 1.479536 5.400444 0.933455 -2.18 -0.99 -5.07 -0.077
C 1.090127 -0.579033 1.653575 -0.07 -0.57 -0.27 -0.229
C -0.402917 2.120125 -1.837083 0.39 0.59 -0.51 -0.228
C 0.017115 5.119434 0.531904 3.39 0.50 0.33 -0.085
C -1.847341 -4.021843 -3.583614 -0.11 0.01 0.02 -0.266
C 0.013424 -0.453491 -1.314724 -0.45 -0.20 -0.87 -0.195
C 0.779827 0.967128 1.971334 0.04 0.21 0.10 -0.204
C -3.211771 1.087256 2.820530 -0.81 -1.58 0.30 -0.527
C -0.765302 1.375771 1.801175 -0.78 -0.40 0.26 -0.233
H -1.138951 1.330963 0.709440 0.84 0.07 1.59 0.076
H -1.649145 -4.268530 -6.379809 0.04 0.06 0.07 0.054
H 0.106372 -4.252197 -6.680607 -0.02 0.06 0.13 0.045
H 3.715229 -5.633746 4.321508 -0.05 0.01 -0.04 0.047
H -2.231410 4.834014 -0.626864 1.40 -0.27 -1.32 0.122
H -2.496836 2.567898 -1.089296 1.18 0.74 -1.12 0.114
H 3.339090 5.444019 -0.702304 -1.74 -0.15 0.58 0.066
H -0.986081 2.457717 2.147009 0.64 -1.62 -0.43 0.098
H 1.957922 5.632589 1.936561 -1.10 -0.45 -1.55 0.073
H -1.907231 -3.474090 -2.642130 0.11 0.01 -0.10 0.050
H -2.752685 -3.841867 -4.166394 0.09 0.05 -0.03 0.058
H 0.127971 2.139490 -0.813157 -0.99 0.01 -1.58 0.093
H 2.155265 -0.778710 -1.818723 -0.87 0.99 1.20 0.109
H -0.600882 -5.528231 -5.659915 0.02 0.06 0.04 0.048
H 1.081610 1.164526 3.072805 -0.60 -0.28 -1.68 0.103
H 2.355502 -1.947444 0.358049 -0.78 1.69 -0.08 0.088
H -0.079740 0.513650 -3.362244 -0.90 -0.01 1.34 0.101
H -3.201610 1.780130 3.750020 0.66 -0.26 -1.49 0.070
H 1.911045 0.871088 -1.059167 -0.87 -1.47 0.16 0.100
H -0.072662 -1.499655 -1.812151 0.06 1.61 0.87 0.098
H 1.246352 4.849457 -2.635650 0.09 0.32 1.91 0.103
H 1.493609 1.636772 1.349645 -1.22 -0.95 0.80 0.098
H 1.558237 -4.775707 5.475004 0.00 -0.02 -0.08 0.048
H 1.969922 -3.122752 4.924851 -0.01 -0.03 -0.11 0.058
H -1.833828 -0.609856 2.083343 -0.28 1.34 0.73 0.079
H 0.138102 -1.204738 1.450039 1.43 1.23 0.53 0.098
H -2.170567 3.011076 -2.889823 0.54 -0.19 1.77 0.111
H 4.059891 -3.953969 3.807636 -0.09 0.00 -0.04 0.056
H -1.735168 0.369519 -2.512965 1.79 0.41 0.26 0.117
H -1.295722 0.174035 3.666831 -0.70 0.30 -1.49 0.099
H 0.330981 -3.770241 4.666258 0.08 -0.03 -0.12 0.057
H -1.739668 -5.087957 -3.375621 0.06 0.05 -0.01 0.051
H 4.141915 -5.286219 2.628101 -0.14 0.04 0.02 0.046
H 0.323843 2.627471 -2.584298 -1.05 -0.76 1.29 0.101
H -1.762533 5.268374 -2.340719 0.92 -1.11 1.26 0.123
H -3.440004 1.660579 1.848986 0.65 0.00 1.01 0.060
H -0.852016 5.108198 1.280964 1.33 -0.15 -1.71 0.112
H -5.152942 0.666771 3.174366 0.57 -0.49 -0.04 -0.131
H 3.060964 -0.283726 0.658762 -1.42 -0.85 -0.45 0.106
H -0.678854 -0.466300 -0.408575 1.23 0.07 -1.00 0.095
H 1.568468 -1.044051 2.583273 -0.61 0.53 -1.41 0.087
```
Forces are in eV/Å.

Summary:
HOMO-LUMO gap, eV: 3.046
LUMO energy, eV: 2.097
E_HOMO, hartree: -0.0349
Charge: -1